Molecular formula: C36H30AgGeOSi
Method: DFT, the ωB97M-V functional and the def2-TZVPD basis

multiplicity	2
⟨S²⟩	0.757
electronic energy	-3978.48219	hartree
net charge	0
orbital gap (alpha / beta)	8.28 / 6.24	eV
LUMO (alpha / beta)	0.2 / -2.4	eV
HOMO level (alpha / beta)	-8.049 / -8.680	eV

```
70
Properties=species:S:1:pos:R:3:forces:R:3:nbo_charge:R:1
Ag 1.464543 1.162090 0.870962 0.00 -0.11 -0.03 0.765
C 4.471689 -1.705830 5.072959 0.00 0.00 0.00 -0.197
C 4.967893 -2.191358 3.871333 0.00 0.00 0.00 -0.207
C 4.211128 -2.084904 2.713345 0.00 0.00 -0.01 -0.234
C 2.945924 -1.497556 2.748590 -0.01 -0.02 -0.01 -0.371
C 2.461379 -1.003223 3.961967 -0.01 0.00 0.00 -0.239
C 3.217525 -1.111189 5.118527 0.00 0.00 0.00 -0.200
Ge 1.885012 -1.336241 1.135089 0.05 0.07 0.02 1.183
C 0.074461 -1.985007 1.260620 -0.01 0.04 0.00 -0.399
C -0.769355 -1.805059 0.161893 0.01 0.01 -0.02 -0.212
C -2.099384 -2.186590 0.231152 -0.01 0.00 0.01 -0.216
C -2.595774 -2.753276 1.396786 0.00 0.00 -0.01 -0.172
C -1.763479 -2.942417 2.492337 0.00 0.00 0.01 -0.221
C -0.434319 -2.552009 2.430221 0.00 0.00 0.00 -0.227
C 2.801843 -1.896087 -0.476114 0.00 0.00 0.01 -0.377
C 3.956673 -1.237582 -0.901136 0.01 0.01 0.01 -0.237
C 4.599200 -1.622832 -2.067809 0.00 0.00 0.00 -0.206
C 4.091434 -2.672610 -2.822868 0.00 0.00 0.00 -0.202
C 2.943290 -3.333476 -2.410263 0.00 0.00 0.00 -0.212
C 2.297887 -2.944241 -1.245130 -0.01 0.00 0.00 -0.219
H 5.063813 -1.788022 5.975141 0.00 0.00 0.00 0.218
H 5.945450 -2.654657 3.835902 0.00 0.00 0.00 0.218
H 4.604566 -2.469221 1.779240 0.00 0.00 0.00 0.220
H 1.486685 -0.528482 4.004715 0.00 0.00 0.00 0.217
H 2.831957 -0.727815 6.054329 0.00 0.00 0.00 0.218
H -0.392817 -1.349019 -0.748160 -0.01 -0.02 0.02 0.236
H -2.749287 -2.022527 -0.618845 0.00 0.00 0.00 0.224
H -3.638168 -3.039161 1.456219 0.00 0.00 0.00 0.216
H -2.153351 -3.387444 3.398998 0.00 0.00 0.00 0.216
H 0.208449 -2.698801 3.290719 0.00 0.00 0.00 0.214
H 4.356328 -0.412070 -0.321230 0.00 0.00 0.00 0.216
H 5.492296 -1.103469 -2.390616 0.00 0.00 0.00 0.218
H 4.590808 -2.973000 -3.735052 0.00 0.00 0.00 0.218
H 2.545493 -4.150100 -2.999146 0.00 0.00 0.00 0.219
H 1.393279 -3.456477 -0.938500 0.00 0.00 0.00 0.222
O 0.376744 2.766907 0.124972 -0.04 -0.02 0.04 -1.348
Si -0.982181 2.391837 -0.639568 0.03 0.02 0.00 1.914
C -0.640456 1.050445 -1.939796 -0.01 0.01 -0.01 -0.503
C -1.650268 0.270387 -2.510781 0.00 0.00 0.00 -0.145
C -1.357546 -0.769986 -3.381322 0.00 0.00 0.00 -0.244
C -0.035747 -1.059443 -3.700595 0.00 -0.01 0.00 -0.220
C 0.983791 -0.286432 -3.165942 0.00 -0.01 0.00 -0.224
C 0.676574 0.760381 -2.304333 0.02 0.01 0.01 -0.220
C -2.289624 1.666103 0.519856 -0.02 0.03 -0.02 -0.506
C -1.945755 1.166174 1.776609 0.01 -0.01 0.00 -0.191
C -2.882960 0.565611 2.605655 0.00 0.00 0.01 -0.220
C -4.201996 0.455113 2.190108 0.00 0.00 0.01 -0.216
C -4.575449 0.959105 0.951782 0.00 0.00 0.00 -0.241
C -3.628825 1.561115 0.133595 0.00 0.00 0.00 -0.146
C -1.777995 3.848526 -1.514609 -0.01 -0.01 -0.02 -0.516
C -2.499515 4.801927 -0.791120 0.00 0.00 0.02 -0.178
C -3.070336 5.900383 -1.415996 -0.01 0.00 0.00 -0.223
C -2.932899 6.065779 -2.788053 0.00 0.00 0.00 -0.208
C -2.224421 5.130173 -3.526879 0.00 0.00 0.00 -0.241
C -1.655095 4.033320 -2.892512 0.01 0.00 0.00 -0.133
H -2.686817 0.464126 -2.256840 0.00 0.00 0.01 0.204
H -2.158839 -1.363593 -3.805082 0.00 0.00 0.00 0.211
H 0.196446 -1.881104 -4.367157 0.00 0.00 0.00 0.211
H 2.017182 -0.502185 -3.411743 -0.01 0.00 0.00 0.215
H 1.481421 1.371104 -1.905024 0.00 0.00 0.00 0.216
H -0.921648 1.261749 2.125389 0.01 0.00 0.00 0.195
H -2.585509 0.184860 3.575370 0.00 0.00 0.00 0.208
H -4.938493 -0.010965 2.833219 0.00 0.00 0.00 0.209
H -5.607313 0.893611 0.628514 0.00 0.00 0.00 0.209
H -3.945411 1.975259 -0.818766 0.00 0.00 0.00 0.204
H -2.620771 4.681426 0.280427 0.00 0.00 0.00 0.211
H -3.624839 6.627241 -0.835374 0.00 0.00 0.00 0.209
H -3.379916 6.921063 -3.279370 0.00 0.00 0.00 0.208
H -2.116661 5.253111 -4.597529 0.00 0.00 0.00 0.208
H -1.107942 3.306535 -3.483280 0.00 0.00 0.00 0.203
```
Positions in Å, forces in eV/Å.